Record 1
51
Properties=species:S:1:pos:R:3:forces:R:3:lowdin_charge:R:1 method="wB97M-V/def2-TZVPD" multiplicity=1 orbital_gap_ha=0.266 relative_energy_kcal_mol=7.8 lumo_ev=-0.777 homo_energy_ev=-8.0
W 0.113730 -0.448184 0.850690 0.76 -0.22 0.78 1.563
O -0.811090 -2.066443 0.272649 -0.63 -0.46 -0.17 -0.324
C -1.028677 -2.376644 -1.016630 -0.27 0.16 0.34 -0.313
C -2.311758 -2.464652 -1.541689 -0.15 -0.06 -0.01 0.007
C -2.483002 -2.784880 -2.878278 0.03 -0.02 0.03 -0.052
C -1.388043 -3.058983 -3.696974 -0.04 0.01 0.02 -0.078
C -0.117436 -3.002406 -3.159471 0.08 -0.07 -0.14 -0.027
C 0.068781 -2.642325 -1.827719 0.42 0.07 -0.08 -0.147
C 1.399426 -2.549580 -1.251600 -0.22 -0.23 -0.15 -0.045
N 1.663866 -1.942916 -0.168474 -0.22 0.39 0.24 -0.081
C 3.019741 -1.934037 0.323914 0.09 -0.17 0.02 -0.226
C 3.454610 -0.496043 0.362972 0.09 0.15 -0.17 -0.184
N 2.436640 0.294960 1.033912 -0.32 -0.45 0.17 -0.074
C 2.852860 1.206804 1.812026 -0.01 0.37 0.14 -0.080
C 2.025939 2.183141 2.494222 0.30 -0.17 0.08 -0.140
C 2.607857 3.118275 3.350089 0.09 0.07 0.10 -0.030
C 1.845745 4.108239 3.936711 -0.02 -0.03 -0.01 -0.082
C 0.482431 4.176069 3.646961 0.00 -0.04 -0.05 -0.065
C -0.107024 3.264749 2.789299 -0.05 0.13 0.09 0.004
C 0.665488 2.255456 2.218453 -0.13 -0.21 -0.06 -0.311
O 0.112610 1.389669 1.387583 -0.31 1.15 0.09 -0.292
H -3.160543 -2.263840 -0.901629 -0.01 0.02 -0.05 0.119
H -3.484838 -2.819100 -3.287950 0.02 -0.02 0.01 0.111
H -1.532045 -3.311120 -4.739019 0.00 0.00 0.03 0.103
H 0.749309 -3.219400 -3.775463 -0.03 0.01 0.02 0.116
H 2.209051 -3.050663 -1.784665 0.01 -0.06 0.00 0.143
H 3.688688 -2.511923 -0.317649 -0.04 -0.06 -0.03 0.124
H 3.022962 -2.358151 1.326802 -0.02 -0.03 0.04 0.075
H 3.548912 -0.118778 -0.657617 -0.03 0.01 -0.04 0.135
H 4.422954 -0.407357 0.859926 0.01 0.09 0.01 0.124
H 3.929101 1.303331 1.975857 0.00 0.08 -0.06 0.138
H 3.673628 3.059686 3.546530 -0.04 0.00 -0.01 0.116
H 2.299699 4.830763 4.601171 -0.01 -0.02 -0.01 0.103
H -0.122557 4.958061 4.088632 0.01 -0.01 0.00 0.108
H -1.157609 3.324851 2.532557 0.02 0.02 0.01 0.119
N -1.844826 -0.071251 2.497401 -0.22 -0.88 -0.47 -0.056
C -2.972412 -0.643848 1.747615 -0.07 0.09 0.14 -0.154
C -2.947286 0.064230 0.412550 -0.05 0.14 -0.26 -0.564
O -3.969496 0.420538 -0.164082 0.04 -0.10 -0.01 0.040
N -1.695709 0.292127 -0.017500 0.07 0.15 -0.22 -0.116
C -1.549645 1.077061 -1.225231 -0.11 -0.08 0.14 -0.101
C -0.080701 1.177773 -1.538835 -0.08 -0.15 0.21 -0.547
O 0.420653 2.017431 -2.228542 0.14 -0.03 -0.16 0.120
O 0.624162 0.186279 -0.956010 0.22 0.35 -0.70 -0.221
H -1.668988 -0.575738 3.359253 0.16 0.01 0.00 0.030
H -2.062925 0.896741 2.710615 0.38 0.11 -0.07 0.100
H -3.951950 -0.505548 2.201384 0.00 0.09 0.10 0.123
H -2.784333 -1.706729 1.616718 -0.03 -0.09 -0.01 0.110
H -1.971565 2.075922 -1.120281 -0.03 0.06 -0.01 0.138
H -2.055543 0.599838 -2.070130 -0.03 0.01 -0.07 0.137
Se 0.778458 -1.484155 2.835046 0.21 -0.10 0.24 0.305

=====

Record 2
50
Properties=species:S:1:pos:R:3:forces:R:3:lowdin_charge:R:1 method="wB97M-V/def2-TZVPD" charge=+1 multiplicity=1 orbital_gap_ha="0.190 / 0.183" lumo_ev="-5.148 / -5.341" homo_energy_ev="-10.3 / -10.3"
Rh -0.417035 -0.578716 0.578275 1.98 2.10 0.53 0.934
Br 4.570302 -0.263602 -0.623099 0.07 -0.06 0.09 0.851
C 3.836732 -0.533130 1.086979 -1.47 0.05 -0.53 -0.586
C 4.657584 -0.543754 2.205941 -0.11 -0.23 0.84 -0.155
C 4.129805 -0.743262 3.464001 0.14 -0.01 -0.25 -0.612
Br 5.301575 -0.770056 4.949521 -0.09 -0.01 -0.08 0.812
C 2.731816 -0.899416 3.653363 0.24 0.09 -0.14 -0.179
C 2.106132 -1.116449 4.893702 -0.38 0.02 -0.05 0.001
C 0.733837 -1.164789 4.958919 0.33 0.11 -0.03 -0.024
C -0.014517 -0.967260 3.795311 -0.35 0.04 -0.18 -0.102
N 0.547979 -0.814325 2.613728 -1.06 0.02 -1.56 0.029
C 1.892738 -0.811835 2.514543 1.17 -0.08 -0.82 -0.141
C 2.433546 -0.702516 1.178778 1.91 0.46 2.54 -0.418
O 1.672385 -0.747486 0.167184 -3.30 -0.08 -1.82 -0.176
H 5.721764 -0.406543 2.083298 0.03 0.00 -0.01 0.105
H 2.704402 -1.233537 5.785210 0.04 0.00 0.02 0.091
H 0.231597 -1.335614 5.896730 -0.10 0.06 0.06 0.115
H -1.095139 -0.911372 3.830470 -0.01 -0.13 -0.02 0.112
C 0.455749 2.927389 -5.152242 0.07 -0.16 0.70 -0.173
Si 0.747188 2.431513 -3.341700 0.48 -0.28 -0.02 0.586
C 2.042883 1.041462 -3.156776 -0.50 0.71 -0.17 -0.173
C 1.169956 3.909422 -2.222770 -0.17 -0.47 -0.47 -0.196
C -0.839000 1.552542 -2.738440 0.31 0.15 -0.03 -0.230
C -1.816279 1.075685 -3.605563 0.16 0.22 0.28 -0.043
C -2.851761 0.279653 -3.140394 -0.15 -0.27 0.51 -0.030
C -2.823988 -0.135578 -1.814915 -0.34 -0.53 -0.91 -0.127
N -1.893537 0.286533 -0.977649 1.20 -0.13 0.88 -0.072
C -0.969898 1.166321 -1.402815 -0.31 0.38 -0.35 -0.731
S -0.024208 1.780653 -0.078202 0.28 -1.87 0.98 0.787
H 1.272754 3.541988 -5.513194 0.21 0.14 -0.02 0.031
H -0.456932 3.503998 -5.268390 -0.18 0.13 0.01 0.032
H 0.396329 2.065051 -5.809544 -0.02 -0.21 -0.04 0.032
H 2.977618 1.311733 -3.634640 0.26 0.10 -0.09 0.031
H 1.706575 0.109395 -3.601535 -0.14 -0.11 -0.12 0.038
H 2.241183 0.858788 -2.105042 0.00 -0.02 0.17 -0.032
H 1.788120 4.619929 -2.759240 0.13 0.19 -0.19 0.030
H 1.720127 3.603782 -1.339292 0.10 -0.14 0.07 0.002
H 0.278849 4.432255 -1.891802 -0.22 0.14 0.01 0.030
H -1.764125 1.338336 -4.650603 -0.07 0.03 -0.17 0.107
H -3.648392 -0.041589 -3.790765 -0.10 -0.05 -0.04 0.112
H -3.560696 -0.816854 -1.411785 -0.02 -0.09 -0.05 0.108
C -5.192522 -3.001758 1.577475 -0.04 -0.01 -0.06 -0.070
C -3.851490 -3.106274 2.314452 -0.81 -0.41 0.43 -0.196
C -2.790879 -2.526175 1.553792 1.02 0.61 -0.78 -0.140
N -1.968211 -2.011412 0.935216 -0.29 -0.41 0.83 0.105
H -5.988765 -3.360139 2.223321 -0.01 -0.02 0.04 0.086
H -5.186771 -3.605664 0.674066 0.01 -0.03 -0.05 0.086
H -5.404559 -1.970818 1.306834 -0.04 0.06 0.00 0.083
H -3.609645 -4.151940 2.524479 0.07 0.12 0.05 0.138
H -3.901177 -2.564563 3.264808 0.08 -0.12 -0.03 0.134

=====

Record 3
49
Properties=species:S:1:pos:R:3:forces:R:3:lowdin_charge:R:1 method="wB97M-V/def2-TZVPD" multiplicity=1 orbital_gap_ha=0.218 relative_energy_kcal_mol=11.2 lumo_ev=-1.200 homo_energy_ev=-7.1
C 2.701893 1.798925 -0.145165 4.66 -4.20 2.92 -0.252
C 1.771168 2.637202 -0.739543 -3.86 4.00 -1.53 -0.231
H 2.440532 1.086255 0.740886 -0.10 1.74 -1.10 0.090
H 3.389902 2.604501 0.230427 0.96 -2.44 0.12 0.096
H 3.159640 1.086496 -0.831446 0.60 0.12 -0.16 0.062
H 0.726460 2.344049 -0.536364 0.01 0.47 -0.37 0.045
H 2.070456 3.502274 -0.088134 -2.31 0.62 -1.49 0.087
H 1.909510 2.890201 -1.846381 -0.09 -0.42 1.60 0.113
C 0.817479 -3.571612 0.338427 0.04 0.17 0.04 -0.100
C 0.919185 -4.968314 0.189643 -0.45 -0.61 -0.30 -0.046
C -0.102436 -5.679467 -0.477102 -0.15 1.47 0.00 -0.029
C -1.144907 -4.877203 -0.995686 0.29 0.35 -0.06 -0.004
H 1.465946 -3.044422 1.072336 -0.23 -0.36 -0.89 0.134
H 1.770541 -5.549371 0.569660 -0.41 0.65 0.17 0.113
H -0.097109 -6.788494 -0.585856 -0.03 1.14 0.17 0.126
H -2.030482 -5.338001 -1.420708 0.28 -0.04 -0.08 0.097
N -0.074600 -2.789575 -0.319911 -0.70 -2.78 -0.02 -0.029
C -1.066100 -3.458244 -1.009877 0.89 -0.56 0.83 -0.183
C -2.045870 -2.610124 -1.759202 -0.68 1.06 -0.86 -0.181
N -1.845556 -1.252323 -1.679893 -1.99 -1.07 -0.90 -0.023
C -2.712478 -0.475600 -2.379759 0.31 -0.45 -0.04 -0.100
C -3.855375 -2.340175 -3.439550 0.96 -0.06 0.78 -0.038
C -3.626715 -0.966935 -3.329711 -0.32 0.16 -0.19 -0.052
H -2.678141 0.600640 -2.169460 0.28 -0.43 -0.27 0.121
H -4.175371 -0.280996 -3.999899 0.38 -0.27 0.71 0.117
C -3.090329 -3.146010 -2.568015 0.46 0.25 0.18 0.001
H -3.270275 -4.211971 -2.522233 0.05 0.05 -0.20 0.095
H -4.569266 -2.771425 -4.175914 0.63 0.38 0.82 0.126
Ca 0.293330 -0.548633 -0.885435 0.33 1.12 0.77 1.095
C 1.290627 -0.772909 -3.025129 -0.08 0.33 0.52 -0.361
H 0.684894 -0.349353 -3.818880 -0.09 0.06 -0.38 -0.084
H 1.217587 -1.862030 -3.080477 0.23 -0.27 -0.30 -0.085
H 2.321488 -0.441022 -3.142929 0.14 -0.19 -0.22 -0.077
O 3.164035 1.341183 3.349340 -0.97 0.15 0.45 -0.321
S 1.814665 1.407743 3.885872 0.12 -0.69 -1.30 0.650
O 1.632454 1.171649 5.295491 -0.14 -0.12 -0.61 -0.296
N 0.831651 0.449794 2.860776 -0.98 0.84 0.10 -0.108
C -0.168496 1.158488 2.316001 1.87 -0.82 1.18 -0.845
S -1.269286 0.505016 1.199491 -0.32 0.08 -0.13 0.513
C -0.144200 2.607193 2.681159 0.19 1.22 -0.14 -0.230
C -0.979834 3.674466 2.283785 -0.88 -1.19 -0.37 -0.036
C -0.604902 5.002881 2.462718 0.87 -0.40 0.00 -0.072
C 0.651514 5.228808 3.039852 0.55 0.16 0.97 -0.068
C 1.420153 4.195970 3.653866 -1.02 0.43 -0.33 -0.026
C 1.006537 2.896700 3.412781 -0.29 0.93 0.02 -0.254
H -1.952635 3.427287 1.812001 0.80 0.14 0.22 0.110
H -1.239374 5.839641 2.119942 0.50 -0.64 0.19 0.115
H 1.048958 6.245905 3.085428 -0.27 -0.24 0.19 0.102
H 2.223133 4.390946 4.372775 -0.02 0.13 -0.74 0.126